# 1
{"formula": "C24H50N6O12", "method": "ωB97M-V with the def2-TZVPD basis set", "spin_multiplicity": 1, "e_tot_ha": -2175.873560, "smiles": "O=C1OCCO1.O=C1OCCO1.CNC(C)=O.CNC(C)=O.CNC(C)=O.CNC(C)=O.CNC(C)=O.CNC(C)=O", "e_above_lowest_kj_mol": 429.71, "elements": ["O", "C", "O", "C", "C", "O", "H", "H", "H", "H", "O", "C", "O", "C", "C", "O", "H", "H", "H", "H", "C", "N", "C", "C", "O", "H", "H", "H", "H", "H", "H", "H", "C", "N", "C", "C", "O", "H", "H", "H", "H", "H", "H", "H", "C", "N", "C", "C", "O", "H", "H", "H", "H", "H", "H", "H", "C", "N", "C", "C", "O", "H", "H", "H", "H", "H", "H", "H", "C", "N", "C", "C", "O", "H", "H", "H", "H", "H", "H", "H", "C", "N", "C", "C", "O", "H", "H", "H", "H", "H", "H", "H"], "coordinates": [[-1.27668, -3.07337, 9.54720], [-1.55698, -2.99062, 8.33459], [-0.96766, -3.59206, 7.30298], [-1.46366, -3.15349, 6.05646], [-2.74337, -2.36864, 6.51668], [-2.49692, -2.16316, 7.84058], [-0.69700, -2.59204, 5.52249], [-1.76473, -3.98635, 5.42101], [-3.66508, -2.94773, 6.46007], [-2.92569, -1.55029, 5.82016], [0.77824, 0.22244, -0.50146], [0.25738, -0.06993, -1.56900], [0.20564, -1.35074, -2.03958], [-0.70883, -1.38918, -3.04707], [-0.54691, 0.07600, -3.60031], [-0.39704, 0.71700, -2.35819], [-0.61428, -2.20384, -3.76506], [-1.59857, -1.67680, -2.48695], [-1.30598, 0.48738, -4.26564], [0.38626, 0.11175, -4.16246], [10.11261, 1.92600, -2.47065], [8.70592, 1.78036, -2.80800], [7.99698, 2.54522, -3.68038], [6.57895, 2.02908, -3.88040], [8.38994, 3.50800, -4.33956], [10.55983, 2.50701, -3.27720], [10.68616, 1.02134, -2.26878], [10.14924, 2.51284, -1.55284], [8.13518, 1.10452, -2.32055], [6.02773, 2.45970, -3.04445], [6.44564, 0.94741, -3.89771], [6.04985, 2.54071, -4.68439], [4.73200, 4.78432, 10.28224], [3.92823, 3.94733, 9.46698], [4.40653, 3.05008, 8.55140], [3.37779, 2.16836, 7.83769], [5.55559, 2.76471, 8.36046], [5.34331, 4.21652, 10.98367], [3.97969, 5.15429, 10.97886], [5.22961, 5.68276, 9.91714], [2.94387, 4.17151, 9.49649], [2.80340, 1.60472, 8.57287], [3.83498, 1.38938, 7.22756], [2.72820, 2.72460, 7.16187], [-0.17436, -7.82716, -0.55468], [1.13969, -8.13425, -1.13856], [1.44737, -8.15975, -2.45548], [2.89614, -8.39408, -2.92904], [0.56597, -8.08755, -3.28456], [-0.20128, -6.83883, -0.09579], [-0.56373, -8.59306, 0.11607], [-0.96949, -7.89385, -1.29725], [1.86083, -8.16102, -0.43193], [3.12625, -9.41365, -2.61983], [3.67760, -7.66350, -2.72005], [2.91764, -8.46645, -4.01643], [2.01376, 7.12905, -1.56406], [2.59255, 6.17656, -0.60615], [3.79922, 6.35932, 0.00558], [4.29012, 5.32089, 1.01543], [4.48527, 7.37543, -0.21847], [0.93647, 7.15072, -1.72860], [2.35678, 6.91541, -2.57639], [2.33325, 8.12044, -1.24286], [1.99325, 5.43282, -0.27787], [3.40363, 4.86506, 1.45640], [4.97730, 5.75238, 1.74322], [4.82596, 4.51965, 0.50654], [-7.71373, -1.66267, 0.61019], [-7.33194, -0.51490, -0.21039], [-7.15244, 0.74854, 0.18895], [-6.67413, 1.78558, -0.85203], [-7.16634, 0.99524, 1.36580], [-8.08393, -1.47595, 1.61825], [-6.75893, -2.09571, 0.90841], [-8.42439, -2.34438, 0.14295], [-7.18554, -0.70953, -1.19059], [-5.79121, 2.29713, -0.46880], [-7.49905, 2.45361, -1.09972], [-6.29348, 1.23280, -1.71090], [-9.27457, -0.30983, -6.23202], [-8.31863, -0.68617, -7.28902], [-7.20285, -1.34500, -7.01928], [-6.21473, -1.48649, -8.13096], [-6.96173, -1.63940, -5.86513], [-8.83243, 0.41271, -5.54607], [-9.69168, -1.17670, -5.71954], [-10.14544, 0.22198, -6.61525], [-8.61770, -0.61232, -8.25090], [-6.65318, -1.98490, -8.99551], [-5.38713, -2.12368, -7.81925], [-5.95438, -0.51163, -8.54323]], "mulliken_charge": [-0.5671, 0.7111, -0.3277, -0.2734, -0.3024, -0.3267, 0.2637, 0.2507, 0.2636, 0.3082, -0.5819, 0.6895, -0.3119, -0.3027, -0.2871, -0.2922, 0.2882, 0.2320, 0.3211, 0.2439, -0.7924, -0.1923, 0.7109, -1.0727, -0.6267, 0.3026, 0.2877, 0.2831, 0.1967, 0.2628, 0.3143, 0.3260, -0.9220, -0.1845, 0.6255, -1.0340, -0.5786, 0.2981, 0.3590, 0.2818, 0.2625, 0.2893, 0.2972, 0.3059, -0.8532, -0.2054, 0.6911, -1.0467, -0.6122, 0.2788, 0.3132, 0.3169, 0.2103, 0.2847, 0.3194, 0.3033, -0.8603, -0.1963, 0.7003, -0.9378, -0.6372, 0.3348, 0.2725, 0.2914, 0.2183, 0.3192, 0.2801, 0.2155, -0.8599, -0.1981, 0.6747, -0.8916, -0.6269, 0.3142, 0.3001, 0.3045, 0.1804, 0.2746, 0.2389, 0.2897, -0.7983, -0.1955, 0.7132, -1.1228, -0.6413, 0.2443, 0.2696, 0.3319, 0.2467, 0.3549, 0.2918, 0.3050]}

=====

# 2
{"formula": "C24H51Br18N2", "method": "ωB97M-V with the def2-TZVPD basis set", "spin_multiplicity": 1, "e_tot_ha": -47386.551736, "charge": 1, "e_above_lowest_kj_mol": 283.31, "elements": ["N", "C", "C", "C", "C", "C", "C", "N", "H", "H", "H", "H", "H", "H", "H", "H", "H", "H", "H", "H", "H", "H", "H", "Br", "C", "C", "Br", "H", "H", "H", "H", "Br", "C", "C", "Br", "H", "H", "H", "H", "Br", "C", "C", "Br", "H", "H", "H", "H", "Br", "C", "C", "Br", "H", "H", "H", "H", "Br", "C", "C", "Br", "H", "H", "H", "H", "Br", "C", "C", "Br", "H", "H", "H", "H", "Br", "C", "C", "Br", "H", "H", "H", "H", "Br", "C", "C", "Br", "H", "H", "H", "H", "Br", "C", "C", "Br", "H", "H", "H", "H"], "coordinates": [[-0.85949, -2.28459, 4.47516], [-0.73613, -2.08557, 2.95357], [0.86678, -2.09296, 2.61231], [1.66126, -0.70202, 2.96056], [3.22975, -0.70699, 2.48245], [3.57448, -1.71129, 1.23374], [2.46901, -2.89037, 0.96069], [1.05369, -2.32737, 1.10245], [-0.75637, -3.31532, 4.67090], [-1.88541, -2.08536, 4.65819], [-1.28153, -1.11861, 2.58344], [-1.18459, -3.08023, 2.47656], [1.38907, -2.96249, 3.20595], [1.06460, 0.27023, 2.60983], [1.67961, -0.62198, 4.15180], [3.50832, 0.38800, 2.15504], [3.89556, -1.00652, 3.39709], [4.60387, -2.26578, 1.47048], [3.71980, -1.09976, 0.24294], [2.58196, -3.21993, -0.17996], [2.64185, -3.87978, 1.58645], [0.39367, -3.09804, 0.85713], [0.91789, -1.45297, 0.53880], [4.60023, 3.25410, 2.53285], [3.06190, 3.79839, 3.60209], [3.24399, 3.42206, 5.05370], [2.93367, 1.51642, 5.33384], [2.17829, 3.34533, 3.14355], [3.00758, 4.88465, 3.48885], [2.50122, 3.92541, 5.67899], [4.24436, 3.64192, 5.43682], [-4.01309, -2.02322, 3.29090], [-5.02115, -2.41948, 1.66832], [-4.15697, -3.11645, 0.64393], [-2.96136, -1.85749, -0.24589], [-5.43836, -1.47300, 1.31279], [-5.83678, -3.07144, 1.99301], [-4.77135, -3.53835, -0.15643], [-3.53019, -3.90513, 1.06935], [1.67574, -0.09023, -1.40007], [2.39407, 1.35170, -2.50044], [3.47301, 2.11366, -1.76746], [2.70737, 3.32491, -0.44347], [1.54779, 1.97675, -2.79947], [2.80425, 0.85645, -3.38486], [4.02563, 2.75884, -2.45623], [4.17774, 1.46660, -1.23782], [1.12099, -1.52039, -4.70593], [1.87220, -1.39694, -6.50215], [3.37554, -1.25559, -6.45784], [3.90049, 0.55863, -5.96868], [1.37198, -0.56162, -7.00045], [1.58667, -2.33090, -6.99403], [3.80788, -1.41854, -7.44909], [3.85390, -1.92989, -5.74206], [0.75640, 6.41705, 1.52471], [2.34125, 6.70356, 0.42374], [2.89010, 8.09888, 0.60762], [1.81805, 9.41264, -0.35726], [2.05688, 6.48133, -0.60875], [3.06310, 5.95670, 0.76556], [3.89227, 8.17921, 0.17722], [2.92142, 8.41863, 1.65291], [5.59907, 10.14107, -2.38960], [4.45655, 11.66109, -1.95354], [4.52684, 12.72344, -3.02519], [6.17766, 13.75445, -2.89077], [4.76415, 12.01867, -0.96673], [3.44673, 11.24701, -1.88618], [3.72415, 13.45501, -2.89663], [4.48517, 12.31916, -4.04041], [-1.62302, -4.49566, -3.40120], [-2.84831, -3.15370, -4.11097], [-3.56758, -3.66389, -5.33747], [-2.40605, -3.62615, -6.90453], [-2.25969, -2.25079, -4.29688], [-3.55672, -2.95948, -3.30093], [-4.40788, -3.01160, -5.59136], [-3.92880, -4.69076, -5.23297], [-5.22146, -7.36556, 1.81231], [-4.33123, -7.40450, 3.54781], [-3.54047, -6.13953, 3.78548], [-1.86969, -6.15098, 2.77819], [-3.71888, -8.31044, 3.57200], [-5.13888, -7.49795, 4.27904], [-3.23910, -6.06406, 4.83406], [-4.07859, -5.23130, 3.50015], [-7.98047, -4.58627, 1.55495], [-8.98854, -4.98253, -0.06763], [-8.12435, -5.67950, -1.09202], [-6.92874, -4.42054, -1.98184], [-9.40575, -4.03605, -0.42316], [-9.80417, -5.63449, 0.25706], [-8.73874, -6.10140, -1.89238], [-7.49757, -6.46818, -0.66661]], "mulliken_charge": [-0.6281, -0.1566, -0.4479, -0.7256, 0.1739, -0.3476, -0.5204, 0.2222, 0.2671, 0.2236, 0.3918, 0.0041, 0.2740, 0.1781, 0.2187, -0.1843, 0.3180, 0.3319, 0.0530, 0.3156, 0.3751, 0.4143, -0.0779, -0.1564, -0.4652, -0.6029, -0.0941, 0.3036, 0.3010, 0.3952, 0.3816, -0.1464, -0.1780, 0.3548, -0.1880, 0.4875, -0.1919, -0.0960, -0.0081, -0.0429, 0.0004, -0.6300, -0.0583, 0.4023, -0.1736, 0.4096, 0.3292, -0.0859, -0.6102, -0.5639, -0.1461, 0.3721, 0.3411, 0.3587, 0.3498, -0.1314, -0.5362, -0.5243, -0.1408, 0.4611, 0.0972, 0.3502, 0.3870, -0.1392, -0.3774, -0.5855, -0.1351, 0.3870, 0.0978, 0.3523, 0.3834, -0.1254, -0.3089, -0.6186, -0.1559, 0.3039, 0.1282, 0.3802, 0.3858, -0.1174, -0.5877, -0.4081, -0.1446, 0.3821, 0.3704, 0.3840, 0.1429, -0.1113, -0.5566, -0.5074, -0.1292, 0.3746, 0.3483, 0.3524, 0.2504]}

=====

# 3
{"formula": "C24H52F6N3O26S4", "method": "ωB97M-V with the def2-TZVPD basis set", "spin_multiplicity": 1, "e_tot_ha": -5257.750905, "charge": 1, "e_above_lowest_kj_mol": 0.00, "elements": ["N", "H", "H", "H", "H", "N", "H", "H", "H", "H", "N", "H", "H", "H", "H", "C", "O", "O", "C", "F", "F", "F", "C", "C", "H", "H", "H", "H", "H", "H", "C", "O", "O", "C", "F", "F", "F", "C", "C", "H", "H", "H", "H", "H", "H", "C", "C", "C", "O", "C", "O", "O", "H", "H", "H", "H", "H", "H", "C", "C", "C", "O", "C", "O", "O", "H", "H", "H", "H", "H", "H", "C", "C", "O", "S", "O", "O", "O", "H", "H", "H", "H", "C", "C", "O", "S", "O", "O", "O", "H", "H", "H", "H", "C", "C", "O", "S", "O", "O", "O", "H", "H", "H", "H", "C", "C", "O", "S", "O", "O", "O", "H", "H", "H", "H"], "coordinates": [[-2.40502, 2.07171, 1.02338], [-3.22339, 2.31778, 0.48320], [-2.54802, 2.00244, 2.03273], [-1.68280, 2.85633, 0.93364], [-1.97720, 1.14040, 0.73741], [-3.57068, -1.56801, 2.36814], [-2.72989, -2.13121, 2.61733], [-3.56435, -0.78074, 3.01768], [-4.41514, -2.12642, 2.46092], [-3.41020, -1.23911, 1.35362], [-5.31301, 0.16793, -1.88880], [-5.43659, 1.08447, -1.47331], [-4.52364, -0.37629, -1.42914], [-5.02265, 0.27548, -2.87999], [-6.12805, -0.44313, -1.81660], [-1.89137, -1.05208, -0.66914], [-1.23024, -0.27314, 0.38007], [-3.18259, -1.09138, -0.31890], [-1.45995, -0.51335, -2.03907], [-1.42991, 0.84816, -2.00501], [-0.23628, -0.97291, -2.38237], [-2.33844, -0.83694, -3.00525], [0.19442, -0.37952, 0.52195], [0.43932, -0.23255, 2.02656], [0.80067, -1.19279, 2.39111], [1.09773, 0.58615, 2.29590], [-0.49599, -0.09527, 2.56647], [0.64575, 0.45629, -0.02201], [0.61372, -1.30840, 0.13680], [-1.44859, -2.02715, -0.44450], [0.08654, 4.41836, 1.41706], [-0.16113, 3.49993, 0.35666], [-0.99286, 4.38857, 2.17091], [1.42683, 4.25298, 2.20193], [2.56074, 3.95941, 1.45996], [1.65045, 5.50110, 2.73776], [1.41433, 3.42036, 3.26332], [-0.06250, 3.93618, -0.96690], [1.33283, 3.99042, -1.58760], [1.96603, 4.75466, -1.13933], [1.76162, 2.99382, -1.49462], [1.17024, 4.33679, -2.61181], [-0.60620, 4.84579, -1.28655], [-0.67762, 3.23140, -1.53680], [0.21705, 5.45097, 1.03308], [2.69226, -5.17066, 4.34886], [1.20402, -5.05886, 4.30910], [0.51188, -4.58503, 5.62235], [-0.44219, -3.68591, 5.08995], [-0.34494, -3.50052, 3.78402], [-1.09684, -2.86513, 3.15930], [0.72467, -4.14535, 3.32085], [3.29110, -4.34384, 4.74481], [3.17184, -5.31255, 3.36454], [3.16272, -6.07356, 4.75773], [0.88821, -6.08749, 4.12295], [1.14721, -4.10253, 6.36290], [0.12150, -5.50524, 6.05424], [-1.13984, 4.39418, -6.04461], [-1.94164, 4.17823, -4.75729], [-3.42076, 4.69747, -4.82504], [-4.16486, 3.61685, -4.25981], [-3.38603, 2.53162, -4.11646], [-3.77341, 1.51506, -3.66722], [-2.13701, 2.79107, -4.48600], [-1.70128, 4.79682, -6.88541], [-0.87681, 3.37953, -6.37054], [-0.18412, 4.88934, -5.90552], [-1.44933, 4.73671, -3.95570], [-3.65787, 4.86556, -5.87659], [-3.50676, 5.65535, -4.32271], [4.47810, 1.56904, 1.33728], [5.77851, 1.13851, 0.57714], [6.08034, -0.19661, 0.94541], [5.18331, -0.70318, 2.20569], [5.97430, -0.51787, 3.36245], [4.63954, -1.95298, 1.82439], [4.04282, 0.44397, 2.06958], [3.84074, 1.93043, 0.53599], [4.75332, 2.36690, 2.01954], [6.55248, 1.84258, 0.87862], [5.66322, 1.11140, -0.50265], [2.75547, -0.54534, 5.84124], [1.56487, -1.19772, 5.17104], [0.60086, -0.15382, 5.05355], [0.69501, 0.76225, 6.44211], [-0.25587, 0.26819, 7.36623], [0.67460, 2.10871, 6.03834], [2.15485, 0.24132, 6.88309], [3.36022, 0.01662, 5.13292], [3.31782, -1.28761, 6.40502], [1.07246, -1.91862, 5.82995], [1.87162, -1.60723, 4.21129], [-2.04952, -0.32833, -6.54640], [-3.12718, 0.46460, -7.28216], [-4.35222, 0.07936, -6.51003], [-4.27844, -1.46579, -6.07794], [-4.90082, -2.21747, -7.09754], [-4.57861, -1.68733, -4.70861], [-2.66587, -1.55908, -6.17917], [-1.70650, 0.24527, -5.68250], [-1.24101, -0.62086, -7.21280], [-3.17554, 0.13610, -8.31574], [-3.28479, 1.49545, -6.98107], [1.90684, -3.90408, -0.55082], [3.33974, -3.38456, -0.74988], [3.87460, -4.14260, -1.80624], [3.34812, -5.66814, -1.78934], [4.20871, -6.44899, -0.97967], [3.00713, -6.12223, -3.08104], [2.00626, -5.29526, -0.94096], [1.26701, -3.33606, -1.22567], [1.49029, -4.05422, 0.44307], [3.99829, -3.33161, 0.11374], [3.20926, -2.33174, -1.02605]], "mulliken_charge": [0.0553, 0.4019, 0.4905, 0.0770, 0.0814, -0.1322, 0.3941, 0.3982, 0.4327, 0.0861, -0.1369, 0.3494, 0.1136, 0.3341, 0.4680, -0.3146, 0.7211, -1.3359, 0.4251, -0.2426, -0.2579, -0.0875, 0.1046, -0.4470, -0.3675, 0.5316, 0.2460, 0.0883, -0.3218, 0.2346, 0.1444, -0.3871, -0.9842, 0.7485, -0.2618, -0.3043, -0.2477, 0.0734, -1.1048, 0.3477, 0.1878, 0.3803, 0.4397, -0.2367, 0.1800, -1.4394, 0.5831, -0.4956, -0.3614, 0.3640, -0.6249, -0.1314, 0.2734, 0.3167, 0.4286, 0.2577, 0.3587, 0.3703, -1.2874, 0.8860, -0.6272, -0.4318, 0.4242, -0.5637, -0.2702, 0.3398, 0.3014, 0.3659, -0.0794, 0.3405, 0.3828, 0.1097, -0.4127, -0.3602, 0.9097, -0.5416, -0.4342, -0.2187, 0.0361, 0.2527, 0.3060, 0.2902, -0.2654, -0.2272, -0.2282, 1.1193, -0.5837, -0.4745, -0.3886, 0.3270, 0.3551, 0.1059, 0.1796, 0.0617, -0.1691, -0.3270, 1.0740, -0.5567, -0.4636, -0.3424, -0.0738, 0.4092, 0.3282, 0.1097, 0.2053, -0.1152, -0.3902, 1.1023, -0.5350, -0.5290, -0.4525, 0.0855, 0.1001, 0.2912, 0.2851]}